Entry from the OMol25 dataset: a 9-piece molecular cluster, C76H86Cl5N4O10 overall (ωB97M-V/def2-TZVPD).

## Properties
Calculated total energy (a.u.): -6218.8035

```
! wB97M-V def2-TZVPD RIJCOSX def2/J DEFGRID3
* xyz 3 1
C 1.114 2.629 -2.311
N -0.288 2.914 -2.857
C -1.376 2.961 -2.113
C -2.605 3.221 -2.627
C -2.778 3.467 -4.050
C -1.640 3.447 -4.847
C -0.406 3.100 -4.190
C -4.094 3.750 -4.713
C -4.261 4.815 -5.631
C -5.506 5.015 -6.266
N -6.571 4.231 -5.948
C -6.418 3.201 -5.074
C -5.236 2.995 -4.437
C -7.894 4.397 -6.475
H 1.818 3.202 -2.914
H 1.102 1.540 -2.265
H 1.122 3.049 -1.306
H -1.307 2.843 -1.041
H -3.439 3.453 -1.981
H -1.592 3.668 -5.903
H 0.531 3.048 -4.725
H -3.363 5.366 -5.867
H -5.588 5.834 -6.966
H -7.275 2.651 -4.713
H -5.239 2.304 -3.607
H -8.056 5.256 -7.126
H -8.509 4.481 -5.579
H -8.064 3.539 -7.124
C 7.978 -1.902 -2.125
C 6.746 -2.603 -1.476
C 5.491 -2.307 -2.267
C 4.244 -2.879 -1.549
N 2.966 -2.461 -2.288
C 1.753 -3.252 -1.740
C 0.643 -3.249 -2.836
C 1.503 -3.594 -4.008
C 2.890 -2.874 -3.806
C 2.726 -0.948 -2.098
H 7.958 -0.819 -2.012
H 8.175 -2.189 -3.158
H 8.884 -2.269 -1.642
H 6.659 -2.338 -0.422
H 6.765 -3.690 -1.554
H 5.696 -2.720 -3.255
H 5.439 -1.235 -2.460
H 4.166 -2.640 -0.488
H 4.317 -3.964 -1.474
H 1.461 -2.863 -0.765
H 2.163 -4.262 -1.748
H 0.215 -2.283 -3.105
H -0.160 -3.964 -2.662
H 1.050 -3.139 -4.889
H 1.576 -4.662 -4.211
H 3.149 -1.945 -4.314
H 3.730 -3.544 -3.988
H 1.837 -0.849 -2.719
H 3.527 -0.342 -2.520
H 2.523 -0.655 -1.068
C -4.236 1.264 6.311
C -4.022 1.890 4.901
C -4.546 1.031 3.697
C -4.405 1.591 2.236
N -5.031 0.797 1.042
C -6.546 0.716 1.208
C -6.710 -0.670 1.851
C -5.647 -1.553 1.174
C -4.472 -0.684 1.136
C -4.626 1.567 -0.184
H -3.594 1.727 7.060
H -3.929 0.220 6.375
H -5.249 1.396 6.692
H -3.000 2.206 4.692
H -4.659 2.759 4.734
H -5.604 1.112 3.946
H -4.326 -0.024 3.856
H -3.338 1.637 2.020
H -4.884 2.569 2.193
H -6.946 0.674 0.195
H -6.805 1.576 1.825
H -7.696 -1.133 1.859
H -6.516 -0.513 2.912
H -5.918 -1.700 0.128
H -5.507 -2.438 1.795
H -3.780 -0.972 0.344
H -3.984 -0.962 2.069
H -5.067 1.016 -1.015
H -3.550 1.707 -0.283
H -5.183 2.504 -0.215
Cl 0.073 0.058 0.776
O -0.295 -0.131 -0.608
O 0.936 -1.011 1.142
O 0.751 1.393 0.860
O -1.143 0.026 1.540
Cl -2.536 -2.741 4.556
C -1.665 -2.926 3.012
C -1.353 -4.393 2.701
Cl -0.024 -4.374 1.528
H -0.779 -2.292 2.993
H -2.222 -2.431 2.216
H -2.181 -4.943 2.255
H -0.915 -4.927 3.544
Cl 1.857 1.541 5.446
C 0.217 1.281 4.687
C -0.442 0.010 5.237
Cl -0.609 0.124 7.003
H 0.224 1.312 3.598
H -0.416 2.095 5.042
H 0.044 -0.895 4.871
H -1.449 -0.054 4.826
C 9.545 -4.400 0.829
C 10.263 -4.020 1.958
C 9.559 -3.516 3.044
C 8.145 -3.478 3.056
C 7.424 -3.943 1.937
C 8.183 -4.385 0.846
C 5.902 -3.969 1.863
O 5.303 -4.383 0.880
C 5.231 -3.168 2.952
C 3.936 -2.737 2.848
C 3.319 -1.909 3.722
C 4.034 -1.525 4.834
C 5.344 -1.879 5.009
C 5.928 -2.766 4.114
C 7.411 -3.082 4.304
O 7.954 -2.836 5.352
H 10.038 -4.860 -0.015
H 11.337 -4.034 2.066
H 10.133 -3.234 3.914
H 7.688 -4.841 0.002
H 3.445 -3.019 1.929
H 2.295 -1.607 3.564
H 3.572 -0.775 5.459
H 5.851 -1.519 5.892
C -3.578 -0.758 -4.428
C -2.818 -0.638 -3.231
C -3.034 -1.594 -2.182
C -4.004 -2.626 -2.275
C -4.726 -2.714 -3.496
C -4.512 -1.822 -4.550
C -5.823 -3.776 -3.704
O -6.419 -4.053 -4.787
C -6.303 -4.509 -2.476
C -7.531 -5.202 -2.453
C -7.988 -5.787 -1.295
C -7.122 -5.842 -0.225
C -5.957 -5.033 -0.140
C -5.480 -4.422 -1.285
C -4.259 -3.589 -1.165
O -3.472 -3.531 -0.253
H -3.336 -0.119 -5.264
H -2.078 0.136 -3.090
H -2.396 -1.612 -1.311
H -5.168 -1.877 -5.407
H -8.181 -5.148 -3.313
H -8.944 -6.287 -1.345
H -7.284 -6.380 0.697
H -5.358 -5.060 0.758
C 7.152 5.797 -0.892
C 7.769 6.440 0.155
C 7.065 6.850 1.280
C 5.674 6.535 1.416
C 5.027 5.858 0.303
C 5.760 5.488 -0.825
C 3.619 5.444 0.371
O 3.004 4.904 -0.577
C 2.961 5.469 1.763
C 1.783 4.803 1.955
C 1.159 4.691 3.194
C 1.783 5.272 4.335
C 2.970 5.936 4.137
C 3.610 6.057 2.847
C 4.940 6.859 2.678
O 5.365 7.595 3.539
H 7.781 5.348 -1.647
H 8.839 6.593 0.159
H 7.566 7.324 2.111
H 5.268 4.953 -1.624
H 1.266 4.266 1.174
H 0.253 4.105 3.244
H 1.340 5.138 5.311
H 3.424 6.438 4.978
*
```


Entry from the OMol25 dataset: a 8-piece molecular cluster, C76H90ClF3N12O2 overall (ωB97M-V/def2-TZVPD).

## Properties
Energy relative to the best compared isomer or geometry (same formula, charge and spin) (eV): 12.589

```
! wB97M-V def2-TZVPD RIJCOSX def2/J DEFGRID3
* xyz 10 1
C -1.149 2.125 3.406
O -0.831 3.410 3.746
O -0.735 1.881 2.079
C -0.590 1.287 4.620
F -1.562 0.763 5.331
F 0.184 0.211 4.304
F 0.170 1.941 5.518
C -1.887 4.163 4.367
C -1.301 5.467 4.905
H -0.822 6.043 4.113
H -2.132 6.042 5.315
H -0.486 5.377 5.623
H -2.439 3.655 5.158
H -2.604 4.449 3.599
H -2.234 2.026 3.429
C -2.949 6.730 0.490
N -3.686 6.279 -0.713
C -3.044 5.886 -1.837
C -3.742 5.374 -2.949
C -5.143 5.532 -2.936
C -5.739 6.051 -1.781
C -5.012 6.402 -0.697
C -5.980 5.075 -4.035
C -7.293 4.563 -3.868
C -8.092 4.086 -4.913
N -7.550 4.097 -6.176
C -6.308 4.608 -6.412
C -5.466 5.024 -5.390
C -8.298 3.457 -7.261
H -2.897 5.862 1.147
H -3.395 7.613 0.947
H -1.955 7.084 0.218
H -1.977 6.025 -1.745
H -3.229 4.916 -3.781
H -6.796 6.275 -1.792
H -5.420 6.796 0.222
H -7.719 4.502 -2.877
H -9.075 3.782 -4.584
H -5.945 4.524 -7.426
H -4.480 5.367 -5.665
H -8.762 2.501 -7.015
H -7.731 3.350 -8.185
H -9.233 4.008 -7.367
C -1.446 -1.808 1.832
N -1.545 -3.240 1.342
C -2.339 -4.162 1.962
C -2.273 -5.493 1.531
C -1.346 -5.971 0.535
C -0.651 -4.910 -0.112
C -0.868 -3.571 0.187
C -1.332 -7.449 0.089
C -2.571 -8.058 -0.047
C -2.694 -9.402 -0.510
N -1.602 -10.001 -0.896
C -0.342 -9.448 -0.762
C -0.170 -8.142 -0.338
C -1.587 -11.382 -1.213
H -2.125 -1.233 1.202
H -0.472 -1.329 1.733
H -1.631 -1.689 2.900
H -2.969 -3.813 2.767
H -2.940 -6.180 2.031
H 0.090 -5.137 -0.864
H -0.214 -2.793 -0.178
H -3.463 -7.484 0.157
H -3.622 -9.943 -0.616
H 0.510 -10.104 -0.864
H 0.795 -7.668 -0.236
H -1.389 -11.789 -0.221
H -0.817 -11.689 -1.919
H -2.588 -11.702 -1.503
C 2.396 -2.756 3.582
N 3.790 -2.573 3.147
C 4.232 -3.162 2.025
C 5.455 -2.864 1.485
C 6.136 -1.752 1.998
C 5.760 -1.243 3.250
C 4.510 -1.603 3.793
C 7.290 -1.104 1.404
C 7.982 -1.764 0.382
C 8.973 -1.135 -0.392
N 9.456 0.105 0.037
C 8.919 0.773 1.100
C 7.775 0.155 1.703
C 10.480 0.743 -0.729
H 1.753 -2.873 2.709
H 2.036 -1.915 4.175
H 2.261 -3.661 4.175
H 3.521 -3.887 1.657
H 5.877 -3.404 0.650
H 6.406 -0.498 3.690
H 4.080 -1.169 4.684
H 7.741 -2.778 0.099
H 9.512 -1.498 -1.255
H 9.270 1.730 1.456
H 7.357 0.763 2.492
H 11.265 0.012 -0.922
H 10.969 1.544 -0.175
H 10.119 1.229 -1.635
C 2.822 3.005 3.796
N 3.403 2.398 2.597
C 2.727 1.486 1.859
C 3.253 0.918 0.674
C 4.505 1.302 0.294
C 5.228 2.238 1.094
C 4.620 2.777 2.188
C 5.214 0.678 -0.917
C 5.094 -0.679 -1.270
C 5.800 -1.216 -2.367
N 6.572 -0.426 -3.118
C 6.708 0.897 -2.861
C 6.108 1.428 -1.695
C 7.335 -1.008 -4.217
H 3.430 3.854 4.108
H 2.685 2.301 4.616
H 1.820 3.348 3.540
H 1.819 1.107 2.305
H 2.604 0.143 0.294
H 6.217 2.606 0.862
H 5.161 3.461 2.825
H 4.431 -1.296 -0.682
H 5.896 -2.266 -2.603
H 7.419 1.461 -3.447
H 6.189 2.473 -1.437
H 6.814 -0.723 -5.131
H 7.341 -2.097 -4.177
H 8.383 -0.714 -4.163
C 0.340 4.614 0.749
N 0.757 3.796 -0.426
C -0.092 2.850 -0.987
C 0.358 1.988 -1.991
C 1.709 2.064 -2.401
C 2.539 3.020 -1.748
C 2.026 3.949 -0.817
C 2.261 1.120 -3.475
C 3.184 1.517 -4.444
C 3.698 0.571 -5.417
N 3.187 -0.683 -5.369
C 2.341 -1.058 -4.359
C 1.832 -0.219 -3.439
C 3.507 -1.638 -6.362
H 0.982 4.224 1.538
H -0.689 4.303 0.932
H 0.380 5.663 0.455
H -1.058 2.736 -0.518
H -0.333 1.258 -2.384
H 3.574 3.088 -2.049
H 2.601 4.683 -0.271
H 3.410 2.571 -4.512
H 4.260 0.780 -6.315
H 1.946 -2.042 -4.561
H 1.114 -0.620 -2.739
H 4.028 -2.462 -5.875
H 3.982 -1.157 -7.218
H 2.599 -2.081 -6.770
C -4.182 2.520 0.230
N -4.620 1.297 0.874
C -5.120 0.300 0.115
C -5.521 -0.836 0.640
C -5.431 -1.059 2.029
C -4.991 0.037 2.868
C -4.583 1.230 2.230
C -5.865 -2.390 2.550
C -5.384 -3.572 1.961
C -5.678 -4.790 2.618
N -6.589 -4.881 3.660
C -7.101 -3.740 4.188
C -6.789 -2.530 3.632
C -6.879 -6.192 4.317
H -4.976 3.263 0.305
H -3.994 2.245 -0.808
H -3.351 2.920 0.811
H -5.052 0.457 -0.951
H -5.893 -1.624 0.002
H -4.864 -0.244 3.903
H -4.236 2.133 2.711
H -4.712 -3.543 1.116
H -5.359 -5.744 2.226
H -7.884 -3.833 4.926
H -7.274 -1.652 4.033
H -7.954 -6.218 4.497
H -6.330 -6.208 5.258
H -6.601 -7.025 3.672
Cl -5.218 4.961 2.478
*
```